ORCA calculation (ωB97M-V/def2-TZVPD) on 15 unconnected molecules or ions with the total composition C30H90O30.

XYZ file:
```
150
C30H90O30, DFT ωB97M-V/def2-TZVPD
C -6.414 -3.914 -3.934
C -7.299 -4.886 -3.181
O -7.198 -4.679 -1.787
O -5.164 -4.571 -4.270
H -6.088 -3.065 -3.334
H -6.948 -3.783 -4.875
H -7.203 -5.941 -3.437
H -8.327 -4.649 -3.455
H -6.254 -4.821 -1.685
H -4.683 -4.591 -3.439
C -1.027 7.845 3.831
C 0.154 7.060 4.380
O 0.738 6.182 3.373
O -2.134 6.946 3.640
H -0.825 8.401 2.916
H -1.269 8.532 4.642
H -0.166 6.539 5.283
H 0.901 7.792 4.689
H 1.114 6.762 2.707
H -1.932 6.408 2.871
C 3.268 -4.833 6.754
C 3.861 -4.649 5.373
O 3.219 -5.387 4.364
O 3.189 -6.106 7.372
H 2.298 -4.345 6.847
H 3.905 -4.185 7.357
H 4.898 -4.977 5.451
H 3.873 -3.617 5.021
H 2.286 -5.485 4.568
H 2.737 -6.772 6.849
C -2.536 0.058 8.073
C -3.266 -0.584 9.243
O -4.594 -0.144 9.458
O -3.035 -0.328 6.793
H -1.453 -0.065 8.081
H -2.574 1.146 8.113
H -2.705 -0.330 10.142
H -3.352 -1.669 9.300
H -4.758 0.452 10.192
H -3.938 -0.031 6.659
C 7.340 -4.370 -0.527
C 8.507 -4.221 -1.497
O 9.131 -5.479 -1.551
O 6.278 -3.437 -0.759
H 7.657 -4.283 0.512
H 6.929 -5.372 -0.652
H 9.246 -3.501 -1.146
H 8.213 -3.816 -2.465
H 9.738 -5.629 -0.822
H 5.624 -4.006 -1.171
C -7.392 -3.771 5.129
C -8.031 -2.876 6.209
O -7.603 -1.529 6.048
O -5.978 -3.713 5.224
H -7.666 -3.492 4.111
H -7.606 -4.826 5.300
H -7.731 -3.208 7.203
H -9.110 -2.734 6.157
H -7.070 -1.210 6.781
H -5.633 -2.819 5.274
C -1.479 -6.861 0.653
C -1.891 -7.317 2.068
O -1.410 -6.382 3.048
O -2.194 -5.727 0.185
H -1.601 -7.764 0.055
H -0.412 -6.666 0.761
H -1.409 -8.277 2.254
H -2.941 -7.544 2.252
H -2.186 -5.836 3.191
H -1.989 -4.969 0.738
C 1.167 -5.418 -5.574
C 1.014 -5.375 -7.131
O 1.501 -6.632 -7.621
O 2.459 -5.068 -5.327
H 0.889 -6.314 -5.018
H 0.531 -4.639 -5.152
H 1.679 -4.644 -7.592
H -0.012 -5.271 -7.482
H 1.518 -6.556 -8.578
H 2.710 -4.356 -5.920
C -6.710 2.265 1.066
C -7.468 2.516 -0.312
O -8.294 1.302 -0.614
O -6.352 0.873 1.239
H -7.307 2.451 1.959
H -5.911 2.995 1.191
H -6.782 2.598 -1.156
H -8.033 3.437 -0.169
H -8.782 1.615 -1.379
H -6.896 0.313 0.680
C 5.603 1.070 -7.130
C 5.578 1.557 -5.671
O 4.497 2.304 -5.356
O 4.441 0.244 -7.365
H 6.506 0.523 -7.401
H 5.488 1.922 -7.800
H 6.524 2.095 -5.600
H 5.761 0.763 -4.948
H 4.562 2.667 -4.470
H 3.711 0.519 -6.806
C -1.310 7.101 -3.852
C -1.563 7.254 -2.376
O -2.893 6.889 -2.089
O -2.154 7.978 -4.593
H -1.527 6.097 -4.218
H -0.235 7.198 -4.001
H -1.277 8.282 -2.155
H -0.933 6.587 -1.788
H -3.479 7.398 -2.654
H -2.169 8.849 -4.190
C 5.361 7.307 -0.671
C 5.181 8.208 0.523
O 3.799 8.699 0.594
O 4.702 6.034 -0.581
H 6.421 7.165 -0.880
H 4.969 7.782 -1.571
H 5.939 8.979 0.388
H 5.258 7.673 1.470
H 3.577 9.125 -0.237
H 5.230 5.465 -0.016
C 8.709 1.461 1.676
C 9.487 2.716 1.816
O 8.852 3.626 2.765
O 7.479 1.625 0.906
H 8.374 1.094 2.646
H 9.365 0.702 1.251
H 9.841 3.126 0.870
H 10.401 2.448 2.347
H 9.221 4.489 2.561
H 7.103 0.780 0.649
C -2.266 0.398 -7.619
C -3.481 1.362 -7.408
O -3.452 2.419 -8.367
O -1.298 0.672 -6.606
H -1.810 0.592 -8.590
H -2.670 -0.608 -7.510
H -3.602 1.731 -6.390
H -4.398 0.849 -7.697
H -4.173 3.033 -8.210
H -1.715 1.053 -5.830
C 0.081 -0.348 0.352
C -0.389 1.054 -0.215
O -1.415 0.935 -1.196
O -1.000 -0.979 1.012
H 0.858 -0.167 1.095
H 0.469 -1.114 -0.320
H 0.477 1.446 -0.749
H -0.633 1.685 0.639
H -2.137 0.476 -0.761
H -1.405 -0.460 1.710
```

spin multiplicity	1
lowest unoccupied orbital energy	0.06	eV
relative energy (zero: lowest compared OMol25 entry of this formula, charge and spin)	773.01	kJ/mol
HOMO	-0.3589	Ha
gap between HOMO and LUMO	9.8	eV

***

ORCA calculation (ωB97M-V/def2-TZVPD) on 17 unconnected molecules or ions with the total composition C30H98BNO25.

XYZ file:
```
155
C30H98BNO25, DFT ωB97M-V/def2-TZVPD
N -0.162 -2.584 -3.792
H -0.057 -3.536 -4.113
H -1.003 -2.487 -3.241
H -0.313 -2.048 -4.634
H 0.724 -2.312 -3.392
B 0.388 0.858 0.023
H -0.531 0.969 -0.532
H 0.508 1.647 0.749
H 0.476 -0.097 0.516
H 1.221 0.964 -0.655
C 1.356 -5.678 -0.302
C 1.141 -4.534 -1.284
O 0.094 -3.669 -0.783
H 1.757 -5.332 0.651
H 2.044 -6.345 -0.822
H 0.515 -6.272 0.057
H 0.655 -4.898 -2.189
H 2.066 -4.026 -1.555
H 0.635 -3.022 -0.324
C -1.416 4.129 4.590
C -1.000 2.938 3.768
O -1.680 1.775 4.213
H -2.501 4.213 4.532
H -1.044 5.068 4.178
H -0.978 4.031 5.583
H 0.075 2.764 3.787
H -1.357 3.091 2.749
H -1.375 1.079 3.625
C -5.912 1.557 -2.797
C -4.581 0.889 -2.571
O -4.591 0.285 -1.358
H -5.885 2.152 -3.710
H -6.195 2.150 -1.928
H -6.677 0.799 -2.964
H -3.851 1.697 -2.601
H -4.298 0.129 -3.300
H -5.326 -0.329 -1.423
C 1.911 -0.371 5.222
C 2.060 1.129 5.572
O 2.702 1.202 6.783
H 2.894 -0.809 5.047
H 1.246 -0.469 4.363
H 1.452 -0.851 6.086
H 1.130 1.692 5.501
H 2.676 1.616 4.816
H 3.637 1.074 6.608
C 2.585 -1.885 2.034
C 4.124 -1.864 1.622
O 4.215 -1.393 0.311
H 2.034 -2.477 1.303
H 2.175 -0.877 2.094
H 2.501 -2.250 3.058
H 4.615 -2.836 1.677
H 4.582 -1.101 2.251
H 3.803 -0.526 0.307
C -1.650 -6.445 2.553
C -1.327 -4.891 2.664
O -0.321 -4.715 3.651
O -2.583 -6.981 3.455
H -0.768 -7.084 2.505
H -1.936 -6.622 1.517
H -2.241 -4.340 2.888
H -1.065 -4.594 1.648
H 0.544 -4.847 3.256
H -2.156 -7.788 3.753
C 6.479 -3.554 -3.236
C 6.109 -2.883 -1.882
O 4.841 -3.273 -1.424
O 5.612 -3.108 -4.285
H 6.307 -4.630 -3.201
H 7.420 -3.251 -3.693
H 6.073 -1.793 -1.866
H 6.928 -3.154 -1.216
H 4.500 -2.554 -0.888
H 4.791 -2.784 -3.906
C -4.081 4.056 1.035
C -4.053 2.578 1.481
O -5.154 1.965 0.915
O -5.103 4.770 1.675
H -4.187 4.137 -0.047
H -3.094 4.371 1.374
H -3.985 2.528 2.567
H -3.219 1.977 1.121
H -4.850 1.414 0.190
H -5.912 4.309 1.440
C -1.847 0.407 -5.653
C -1.260 1.262 -4.538
O -0.001 1.789 -4.788
O -1.158 -0.841 -5.814
H -1.686 0.888 -6.618
H -2.902 0.366 -5.384
H -1.151 0.732 -3.592
H -1.960 2.061 -4.294
H 0.337 2.030 -3.922
H -0.802 -0.896 -6.704
C -1.233 -1.371 2.743
C -2.318 -1.324 1.688
O -1.850 -1.327 0.322
O -0.556 -0.135 2.681
H -0.502 -2.158 2.563
H -1.506 -1.451 3.795
H -3.024 -0.519 1.888
H -2.920 -2.230 1.757
H -1.271 -0.565 0.241
H -0.051 -0.047 1.870
C -0.229 6.753 1.112
C 0.077 7.907 2.144
O 0.346 7.483 3.458
O 0.928 6.088 0.674
H -0.790 7.115 0.251
H -0.935 6.129 1.660
H -0.660 8.709 2.150
H 0.963 8.474 1.859
H 1.222 7.107 3.342
H 1.100 5.284 1.170
C 2.643 -1.051 -4.181
C 2.582 -0.627 -2.730
O 1.340 -0.994 -2.070
O 2.922 -2.449 -4.379
H 3.369 -0.546 -4.818
H 1.709 -0.822 -4.695
H 2.723 0.450 -2.645
H 3.401 -1.097 -2.186
H 1.181 -0.383 -1.347
H 3.054 -2.683 -5.300
C -3.543 -3.394 -2.006
C -3.343 -4.372 -0.773
O -2.158 -5.182 -0.918
O -2.490 -2.422 -2.215
H -4.511 -2.894 -1.962
H -3.645 -3.990 -2.913
H -4.233 -4.992 -0.661
H -3.113 -3.846 0.154
H -1.405 -4.593 -1.005
H -2.422 -1.934 -1.391
C -1.103 3.776 -1.415
C 0.260 3.887 -2.117
O 0.724 2.564 -2.361
O -1.133 3.487 -0.031
H -1.663 3.049 -2.004
H -1.588 4.716 -1.679
H 0.919 4.514 -1.517
H 0.090 4.406 -3.061
H 0.682 2.011 -1.577
H -0.890 2.561 0.035
C 3.686 2.698 0.433
C 3.017 3.175 1.770
O 1.643 3.539 1.604
O 3.414 1.291 0.333
H 4.747 2.925 0.537
H 3.259 3.239 -0.412
H 3.449 4.157 1.964
H 3.177 2.464 2.581
H 1.176 2.717 1.436
H 2.529 1.098 0.015
```

spin multiplicity	1
lowest unoccupied orbital energy	-0.51	eV
HOMO	-0.3338	Ha
gap between HOMO and LUMO	8.6	eV

***

ORCA calculation (ωB97M-V/def2-TZVPD) on 16 unconnected molecules or ions with the total composition C30H99N18O37P7.

XYZ file:
```
191
C30H99N18O37P7, DFT ωB97M-V/def2-TZVPD
C 10.054 23.624 17.409
O 10.091 23.337 18.859
P 11.309 22.472 19.329
O 11.843 21.557 18.280
O 12.360 23.617 19.679
C 13.759 23.219 19.985
O 10.783 21.847 20.615
C 9.426 22.000 21.103
H 9.234 24.284 17.207
H 9.980 22.706 16.866
H 11.054 24.069 17.108
H 14.310 23.353 19.096
H 13.738 22.229 20.335
H 14.021 23.892 20.788
H 9.376 22.755 21.879
H 9.120 21.036 21.530
H 8.728 22.270 20.297
C 18.314 13.417 18.485
O 19.514 13.587 19.245
P 20.312 14.983 19.203
O 21.330 15.182 20.249
O 19.253 16.096 19.207
C 19.033 17.010 20.348
O 20.894 15.014 17.758
C 21.681 13.888 17.346
H 18.289 12.446 17.959
H 18.167 14.197 17.739
H 17.445 13.483 19.178
H 18.087 16.787 20.816
H 19.038 18.000 19.844
H 19.897 16.929 20.987
H 21.661 13.193 18.135
H 22.728 14.203 17.225
H 21.330 13.458 16.379
C 13.139 19.996 24.931
O 12.548 18.710 25.149
P 12.178 17.824 23.930
O 11.783 16.487 24.304
O 13.388 17.961 22.956
C 14.577 17.290 23.230
O 11.066 18.610 23.160
C 10.736 18.118 21.828
H 12.922 20.519 25.899
H 12.546 20.585 24.178
H 14.119 19.926 24.520
H 15.361 17.528 22.441
H 14.476 16.180 23.334
H 14.866 17.664 24.255
H 11.135 17.142 21.643
H 11.136 18.785 21.104
H 9.596 18.022 21.678
C 13.692 19.804 10.442
O 13.437 18.533 11.150
P 12.149 18.414 12.034
O 11.874 19.410 13.087
O 11.061 18.252 10.879
C 9.748 18.855 11.095
O 12.374 16.935 12.625
C 11.970 16.613 13.997
H 14.100 20.710 11.017
H 12.831 20.116 9.858
H 14.362 19.438 9.685
H 9.345 18.581 12.115
H 9.051 18.477 10.300
H 9.734 19.900 11.020
H 11.289 15.739 14.017
H 11.370 17.471 14.377
H 12.935 16.481 14.453
C 11.362 9.847 17.045
O 10.568 10.999 17.355
P 10.665 12.216 16.350
O 9.857 12.087 15.087
O 10.330 13.460 17.218
C 9.008 14.017 17.268
O 12.225 12.286 16.157
C 12.727 12.838 14.966
H 10.746 8.975 17.441
H 12.295 10.024 17.579
H 11.407 9.785 15.959
H 9.103 15.094 16.948
H 8.615 13.921 18.293
H 8.275 13.424 16.703
H 11.962 12.848 14.185
H 13.473 12.109 14.683
H 13.179 13.791 15.162
C 17.345 11.942 21.535
O 17.252 12.469 22.924
P 17.547 13.936 23.321
O 17.226 14.876 22.232
O 16.839 14.200 24.692
C 17.238 13.318 25.792
O 19.065 13.843 23.802
C 20.036 14.545 22.886
H 16.608 12.476 20.918
H 17.063 10.889 21.671
H 18.363 12.007 21.182
H 16.264 12.995 26.166
H 17.823 13.855 26.440
H 17.815 12.439 25.426
H 20.192 14.028 21.968
H 20.958 14.540 23.457
H 19.686 15.560 22.708
C 13.877 19.385 19.793
O 14.184 17.972 19.732
P 14.038 17.083 18.492
O 12.880 17.385 17.654
O 15.401 17.295 17.698
C 15.483 16.385 16.517
O 13.922 15.558 19.012
C 14.868 15.225 20.031
H 14.324 19.865 18.922
H 14.182 19.821 20.741
H 12.796 19.450 19.662
H 14.890 16.839 15.720
H 15.087 15.423 16.790
H 16.544 16.302 16.343
H 14.463 15.455 21.075
H 15.846 15.673 19.892
H 14.888 14.106 20.075
C 17.019 20.702 17.089
O 16.703 21.798 17.574
N 16.896 20.414 15.808
N 17.435 19.673 17.932
H 17.462 19.672 15.374
H 16.494 21.200 15.313
H 17.446 19.882 18.908
H 17.079 18.757 17.724
C 16.092 16.365 12.300
O 17.010 15.556 12.572
N 15.940 17.449 13.083
N 15.282 16.152 11.142
H 16.647 17.602 13.827
H 15.458 18.280 12.825
H 15.415 15.237 10.706
H 14.371 16.581 11.053
C 17.078 21.898 21.247
O 16.429 20.866 21.178
N 17.517 22.532 20.097
N 17.375 22.453 22.517
H 17.172 22.278 19.143
H 17.974 23.387 20.267
H 16.724 22.049 23.173
H 17.195 23.440 22.398
C 13.535 21.693 15.083
O 14.373 22.162 14.325
N 12.283 21.365 14.672
N 13.801 21.503 16.399
H 12.258 21.501 13.681
H 11.890 20.456 14.934
H 14.646 22.032 16.712
H 13.077 21.667 17.020
C 9.183 18.604 17.987
O 8.632 17.760 18.671
N 10.238 18.361 17.173
N 8.776 19.893 17.926
H 10.865 19.139 16.988
H 10.890 17.699 17.644
H 8.159 20.190 18.693
H 8.960 20.555 17.196
C 13.130 13.224 22.679
O 13.372 12.910 21.548
N 12.064 13.921 23.074
N 14.074 12.972 23.695
H 12.053 14.637 23.787
H 11.501 14.128 22.297
H 14.981 12.704 23.260
H 14.196 13.747 24.299
C 16.911 12.462 14.599
O 17.396 13.218 15.521
N 16.175 11.369 14.899
N 17.007 12.744 13.239
H 16.073 10.817 14.063
H 16.247 10.941 15.814
H 16.846 11.981 12.645
H 17.039 13.701 12.934
C 15.055 11.416 18.259
O 15.820 10.553 17.833
N 14.123 11.068 19.229
N 14.963 12.737 17.734
H 14.180 10.067 19.412
H 13.690 11.709 19.834
H 15.694 12.993 17.077
H 14.103 13.271 17.774
C 18.825 17.448 15.569
O 17.997 18.100 14.950
N 19.068 16.063 15.292
N 19.552 18.011 16.591
H 19.432 15.587 16.096
H 18.404 15.534 14.738
H 20.031 17.391 17.247
H 19.286 18.950 16.866
```

spin multiplicity	1
lowest unoccupied orbital energy	-0.87	eV
HOMO	-0.3379	Ha
gap between HOMO and LUMO	8.3	eV